No. 1
C2H10OSi3 | wB97M-V/def2-TZVPD

Bonds (Å) are listed after each position.
Geometry (Å):
1 H -1.4883 -0.8828 -0.6962  C13 1.100
2 O 1.1764 -0.4430 -1.2056  Si6 1.692, C16 1.397
3 Si -4.0939 0.4235 2.6371  H7 1.522, H11 1.434
4 Si 1.6910 -1.8715 0.9706  H5 1.440, H12 1.463, C16 1.786
5 H 3.0486 -1.9456 0.4973  Si4 1.440
6 Si 0.7241 0.6977 -2.3711  O2 1.692, H9 1.489, H14 1.450, H15 1.508
7 H -4.3439 1.6725 1.8042  Si3 1.522
8 H -1.3173 -0.9566 1.1377  C13 1.128
9 H 1.9590 0.5642 -3.1927  Si6 1.489
10 H -0.9107 0.4426 0.1820  C13 1.056
11 H -4.9568 0.5822 3.7714  Si3 1.434
12 H 0.9692 -2.5315 2.0581  Si4 1.463
13 C -0.8602 -0.6117 0.1655  H1 1.100, H8 1.128, H10 1.056, C16 1.481
14 H -0.4776 0.3324 -3.0961  Si6 1.450
15 H 0.2532 1.8599 -1.5329  Si6 1.508
16 C 0.5501 -0.9902 -0.0830  O2 1.397, Si4 1.786, C13 1.481

**Energy**: -27911.138 eV
**Lowest unoccupied orbital energy**: -1.177 eV

---

No. 2
C38H96N6O9 | wB97M-V/def2-TZVPD

Bonds (Å) are listed after each position.
Geometry (Å):
1 C 1.6719 -3.2760 5.3218  O4 1.422, H32 1.077, H133 1.080, C141 1.503
2 H 1.9577 -4.3491 -6.9208  C65 1.117
3 C -4.9897 -1.4590 2.3345  N20 1.482, H77 1.092, H104 1.088, C110 1.492
4 O 2.4707 -2.2444 4.7554  C1 1.422, C59 1.415
5 N 2.5032 -5.1743 3.6605  C6 1.491, C44 1.452, C112 1.468, C141 1.530
6 C 1.1738 -5.2105 2.9866  N5 1.491, H8 1.098, H64 1.071, H81 1.102
7 H 6.6298 6.1440 -2.4490  C34 1.110
8 H 0.7347 -4.2113 3.1107  C6 1.098
9 C 1.3465 -1.2272 -3.3638  H13 1.072, H52 1.091, N69 1.505, H76 1.074
10 H -0.1591 6.8010 3.0158  C146 1.081
11 H -6.2865 6.2830 3.1568  C95 1.078
12 C 1.4796 2.5625 -4.2031  H60 1.121, H61 1.064, O105 1.481, H144 1.148
13 H 2.4039 -1.0827 -3.4599  C9 1.072
14 H -1.2996 3.3823 1.9092  C135 1.089
15 H -7.1018 5.8337 1.6236  C95 1.097
16 H -0.8539 -2.3929 -2.8591  C142 1.081
17 H -2.0990 7.0204 1.6573  C73 1.095
18 N -2.4158 5.0677 2.4822  C73 1.555, C78 1.572, C125 1.539, C135 1.494
19 H -0.5575 4.3388 3.2732  C135 1.075
20 N -4.8544 -0.9491 0.9498  C3 1.482, H24 1.047, H31 1.062, C84 1.511
21 O -1.6576 0.5510 0.2591  N35 1.227
22 H -1.0666 6.7148 4.5862  C146 1.091
23 H 6.5804 1.5802 -1.1597  C33 1.095
24 H -3.8628 -1.0165 0.6191  N20 1.047
25 C 3.3087 -7.4074 2.6519  C44 1.518, H99 1.072, H117 1.044, H139 1.104
26 N 5.4448 3.4773 -2.7040  C38 1.502, C48 1.524, C90 1.532, C94 1.513
27 H 2.8623 -3.5271 2.5911  C112 1.089
28 C 4.8324 -4.2423 3.2420  H51 1.084, H68 1.106, C112 1.532, H129 1.103
29 H -1.3211 -0.1574 -7.0397  C57 1.097
30 H -5.8797 -5.5322 1.8194  C149 1.118
31 H -5.5361 -1.6162 0.4825  N20 1.062
32 H 0.6389 -3.2557 5.0184  C1 1.077
33 C 5.5580 1.2721 -1.4004  H23 1.095, H36 1.123, H43 1.101, C90 1.492
34 C 7.2482 5.2448 -2.2461  H7 1.110, H40 1.072, C48 1.493, H127 1.095
35 N -1.3369 -0.6323 0.3155  O21 1.227, O45 1.260, O124 1.268
36 H 5.0640 0.9355 -0.4494  C33 1.123
37 H 2.6939 -2.6095 -5.1436  C137 1.105
38 C 4.4399 4.5193 -3.1039  N26 1.502, H106 1.095, H131 1.065, C145 1.529
39 C 3.1318 -3.7633 -2.8051  C55 1.552, H82 1.087, H92 1.079, H132 1.059
40 H 8.0300 5.5133 -1.5630  C34 1.072
41 H -2.5715 2.5769 4.0111  C102 1.090
42 H -3.9508 5.3676 3.7856  C78 1.095
43 H 5.6353 0.3892 -2.0529  C33 1.101
44 C 2.9518 -6.5425 3.8474  N5 1.452, C25 1.518, H62 1.107, H93 1.085
45 O -0.1253 -0.8949 0.0917  N35 1.260
46 H -4.9330 -0.0150 -1.6837  C98 1.077
47 H -7.4382 -4.7791 1.7740  C149 1.086
48 C 6.5006 4.0460 -1.7637  N26 1.524, C34 1.493, H79 1.071, H138 1.071
49 H -4.1686 2.7925 3.2741  C102 1.092
50 H -1.1328 8.1391 3.5867  C146 1.103
51 H 5.0862 -3.2662 3.6381  C28 1.084
52 H 1.0423 -1.1509 -2.3193  C9 1.091
53 H -6.3261 0.5576 0.9911  C84 1.099
54 H -1.3051 1.1248 -5.7740  C57 1.105
55 C 1.5980 -3.5414 -2.8906  C39 1.552, N69 1.519, H83 1.046, H88 1.120
56 O -5.8766 -3.4152 1.5214  C110 1.446, C149 1.426
57 C -1.5301 0.0640 -5.9863  H29 1.097, H54 1.105, O87 1.443, H123 1.087
58 H 3.9282 1.9594 -2.6217  C90 1.116
59 C 2.2513 -1.0217 5.4328  O4 1.415, H70 1.070, H122 1.095, H147 1.083
60 H 1.1717 2.0954 -3.2320  C12 1.121
61 H 1.5439 1.7749 -4.9163  C12 1.064
62 H 2.2317 -7.0540 4.5145  C44 1.107
63 H 1.8164 -5.4124 5.6235  C141 1.114
64 H 1.4125 -5.4154 1.9634  C6 1.071
65 C 1.3761 -4.2013 -5.9790  H2 1.117, H67 1.086, H136 1.074, C137 1.575
66 H -4.9571 5.3854 0.1775  C114 1.103
67 H 0.3117 -4.3434 -6.1428  C65 1.086
68 H 5.4156 -4.2831 2.3028  C28 1.106
69 N 0.9990 -2.5861 -3.9082  C9 1.505, C55 1.519, C137 1.536, C142 1.493
70 H 2.8042 -0.9778 6.3480  C59 1.070
71 O -5.4747 4.6648 2.0592  C95 1.451, C114 1.383
72 H -3.7940 -3.0923 1.7479  C110 1.075
73 C -2.2291 6.6011 2.6599  H17 1.095, N18 1.555, H80 1.107, C146 1.521
74 H -7.2498 4.7671 3.1013  C95 1.122
75 C -7.4922 -1.3522 -1.9906  H103 1.093, H111 1.100, H118 1.092, O143 1.437
76 H 0.9183 -0.3970 -3.8945  C9 1.074
77 H -4.2098 -1.0600 2.9863  C3 1.092
78 C -3.1082 4.6700 3.8361  N18 1.572, H42 1.095, H101 1.078, C102 1.511
79 H 7.1919 3.2409 -1.6224  C48 1.071
80 H -3.2068 6.9513 3.0424  C73 1.107
81 H 0.4914 -5.9736 3.3948  C6 1.102
82 H 3.7244 -2.8519 -2.7901  C39 1.087
83 H 1.2369 -3.1808 -1.9775  C55 1.046
84 C -5.4016 0.3600 0.4299  N20 1.511, H53 1.099, H91 1.095, C98 1.539
85 H -4.5600 6.4678 1.4555  C114 1.083
86 H -0.5369 4.8903 1.6261  C135 1.063
87 O -0.8432 -0.7745 -5.0334  C57 1.443, C126 1.405
88 H 1.1693 -4.5657 -3.0352  C55 1.120
89 H -2.7302 5.1786 0.4529  C125 1.107
90 C 4.7080 2.3735 -1.9393  N26 1.532, C33 1.492, H58 1.116, H121 1.122
91 H -4.6820 1.1820 0.5004  C84 1.095
92 H 3.5328 -4.3291 -3.6316  C39 1.079
93 H 3.8199 -6.4908 4.4960  C44 1.085
94 C 6.0435 2.8852 -3.9611  N26 1.513, H115 1.116, H116 1.131, H128 1.100
95 C -6.5913 5.4665 2.5226  H11 1.078, H15 1.097, O71 1.451, H74 1.122
96 H 2.4926 3.7022 -2.1628  C145 1.124
97 H -0.8110 -3.8118 -3.8227  C142 1.109
98 C -5.7792 -0.0020 -1.0178  H46 1.077, C84 1.539, H119 1.061, O143 1.369
99 H 3.4265 -8.4158 2.9963  C25 1.072
100 H 2.4296 5.0029 -3.4448  C145 1.124
101 H -2.3912 4.9435 4.5930  C78 1.078
102 C -3.4592 3.2083 3.9927  H41 1.090, H49 1.092, C78 1.511, H148 1.132
103 H -7.1232 -1.0809 -2.9825  C75 1.093
104 H -5.9978 -1.3360 2.7236  C3 1.088
105 O 2.8487 3.1195 -4.1080  C12 1.481, C145 1.396
106 H 4.4760 5.2965 -2.3337  C38 1.095
107 H -6.5520 -4.4890 3.1874  C149 1.094
108 H -2.2900 -2.2661 -4.8214  C126 1.080
109 H 3.3771 -4.6379 5.4332  C141 1.102
110 C -4.7287 -2.9252 2.2516  C3 1.492, O56 1.446, H72 1.075, H120 1.048
111 H -8.3078 -0.6456 -1.7784  C75 1.100
112 C 3.4002 -4.4612 2.7435  N5 1.468, H27 1.089, C28 1.532, H113 1.054
113 H 3.3528 -4.9369 1.8047  C112 1.054
114 C -4.6501 5.4113 1.2369  H66 1.103, O71 1.383, H85 1.083, C125 1.519
115 H 5.2592 2.7990 -4.7507  C94 1.116
116 H 6.9631 3.4910 -4.2193  C94 1.131
117 H 2.5200 -7.3302 1.9722  C25 1.044
118 H -7.8708 -2.3748 -1.9356  C75 1.092
119 H -6.4653 0.7311 -1.3604  C98 1.061
120 H -4.7101 -3.3891 3.1911  C110 1.048
121 H 4.2261 2.9978 -1.1412  C90 1.122
122 H 1.1819 -0.9518 5.6589  C59 1.095
123 H -2.6048 -0.0841 -5.9109  C57 1.087
124 O -2.1720 -1.5737 0.4725  N35 1.268
125 C -3.3033 4.7107 1.2767  N18 1.539, H89 1.107, C114 1.519, H134 1.126
126 C -1.2343 -2.1234 -4.9991  O87 1.405, H108 1.080, H140 1.089, C142 1.543
127 H 7.7821 4.9568 -3.1577  C34 1.095
128 H 6.5221 1.9311 -3.6951  C94 1.100
129 H 5.3155 -5.0176 3.8610  C28 1.103
130 H 1.1926 -1.9897 -5.8477  C137 1.068
131 H 4.7740 5.0541 -3.9621  C38 1.065
132 H 3.3142 -4.3912 -1.9715  C39 1.059
133 H 1.7576 -3.1897 6.3949  C1 1.080
134 H -3.3675 3.5861 1.2873  C125 1.126
135 C -1.1072 4.3593 2.3494  H14 1.089, N18 1.494, H19 1.075, H86 1.063
136 H 1.7711 -4.9476 -5.3159  C65 1.074
137 C 1.6166 -2.8011 -5.2985  H37 1.105, C65 1.575, N69 1.536, H130 1.068
138 H 5.9411 4.1918 -0.8619  C48 1.071
139 H 4.2807 -7.0842 2.2403  C25 1.104
140 H -0.9404 -2.5902 -5.9385  C126 1.089
141 C 2.3379 -4.5990 5.0689  C1 1.503, N5 1.530, H63 1.114, H109 1.102
142 C -0.4813 -2.7531 -3.8081  H16 1.081, N69 1.493, H97 1.109, C126 1.543
143 O -6.4043 -1.2186 -1.0612  C75 1.437, C98 1.369
144 H 0.7479 3.4135 -4.4455  C12 1.148
145 C 2.9754 4.0813 -3.1039  C38 1.529, H96 1.124, H100 1.124, O105 1.396
146 C -1.0720 7.0385 3.5445  H10 1.081, H22 1.091, H50 1.103, C73 1.521
147 H 2.4875 -0.1388 4.8520  C59 1.083
148 H -3.9413 3.2176 5.0169  C102 1.132
149 C -6.4204 -4.5965 2.1067  H30 1.118, H47 1.086, O56 1.426, H107 1.094

**Net charge**: +4
**Energy**: -68288.856 eV
**Lowest unoccupied orbital energy**: -7.164 eV

---

No. 3
C6H11N | wB97M-V/def2-TZVPD

Bonds (Å) are listed after each position.
Geometry (Å):
1 C 0.3944 0.6357 -1.9958  H8 1.064, C9 1.375, H17 1.125, H18 1.119
2 H -0.4556 -2.7750 2.6823  C4 1.113
3 H 1.3764 2.4566 -0.3346  C11 1.092
4 C -0.7087 -2.1050 1.8307  H2 1.113, C7 1.356, H14 1.139
5 H 2.1931 1.2062 0.5455  C11 1.161
6 C -0.1754 -0.4720 0.1241  C7 1.413, C9 1.415, N16 1.432
7 C 0.1666 -1.2421 1.2579  C4 1.356, C6 1.413, H10 1.102
8 H 0.2114 -0.3131 -2.4404  C1 1.064
9 C 0.4698 0.5394 -0.6264  C1 1.375, C6 1.415, C11 1.541
10 H 1.2336 -1.1376 1.5137  C7 1.102
11 C 1.1293 1.5918 0.2851  H3 1.092, H5 1.161, C9 1.541, H12 1.128
12 H 0.4765 1.8534 1.1669  C11 1.128
13 H -2.2540 -0.2211 0.5328  N16 1.001
14 H -1.7730 -2.0748 1.4257  C4 1.139
15 H -1.9638 0.2216 -0.8985  N16 1.063
16 N -1.5769 -0.4479 -0.1686  C6 1.432, H13 1.001, H15 1.063
17 H 1.4295 0.8325 -2.3893  C1 1.125
18 H -0.1731 1.4512 -2.5114  C1 1.119

**Energy**: -7886.539 eV
**SMILES string**: C=CC(N)=C(C)C
**Lowest unoccupied orbital energy**: 0.255 eV

---

Which of these has the highest lowest unoccupied orbital energy?
C6H11N